An isolated ion of composition C10H20N and charge +1. Source: OMol25; level of theory: ωB97M-V with the def2-TZVPD basis set.

Summary:
HOMO-LUMO gap = 11.24 eV
E_tot = -12174.9358 eV
Energy above the lowest of the compared OMol25 structures with the same formula, charge and spin = 145.0 kJ/mol
Net charge = +1

Last column: Löwdin charge in e.
CARTESIAN COORDINATES (ANGSTROEM)
C (2.256, -2.082, 1.189)  0.058
C (1.042, -2.026, 0.714)  -0.086
C (-0.001, -0.878, 0.741)  -0.350
C (0.214, 0.027, -0.387)  -0.386
C (-1.306, -1.226, 1.433)  -0.003
C (1.361, -0.069, -1.363)  0.030
C (-0.603, 2.127, -1.476)  -0.036
C (-1.757, -0.132, -1.872)  -0.011
C (0.067, 1.567, 1.764)  0.033
C (-0.953, 0.726, -0.859)  -0.390
N (0.643, 0.443, 0.995)  0.035
H (2.761, -2.891, 0.834)  0.053
H (2.784, -1.322, 1.703)  0.070
H (0.618, -2.852, 0.238)  0.109
H (-1.967, -0.367, 1.479)  0.061
H (-1.004, -1.645, 2.533)  0.155
H (-1.756, -2.215, 0.887)  0.155
H (1.315, -0.567, -2.329)  0.109
H (2.183, -0.651, -0.923)  0.082
H (1.692, 0.976, -1.540)  0.110
H (-0.368, 2.026, -2.531)  0.086
H (0.093, 2.646, -0.824)  0.056
H (-1.585, 2.783, -1.286)  0.140
H (-1.046, -0.427, -2.583)  0.054
H (-2.667, 0.276, -2.352)  0.106
H (-2.111, -1.071, -1.313)  0.104
H (0.825, 1.830, 2.546)  0.122
H (0.056, 2.382, 1.165)  0.045
H (-0.857, 1.190, 2.383)  0.149
H (-1.677, 0.964, -0.112)  0.111
H (1.745, 0.458, 1.148)  0.229